Here is a structure of composition C44H51AsN4O3PdSi2 at a distorted geometry from the OMol25 dataset. Energies are from ωB97M-V/def2-TZVPD.

Kohn-Sham gap (alpha / beta): 6.5 / 6.5 eV
HOMO (alpha / beta): -7.41 / -7.39 eV
energy relative to the best compared isomer or geometry (same formula, charge and spin): 53.6 kcal/mol

Last column: Mulliken charge in e.
Positions of all 106 atoms, in Å:
Pd (0.02, -0.88, 1.06)  -0.04
C (-1.82, -3.33, 2.61)  -1.32
Si (-0.23, -2.43, 3.29)  1.86
C (-1.31, -0.84, 3.75)  -1.29
C (0.18, -3.26, 4.97)  -1.41
C (1.31, -1.46, 2.65)  0.27
C (1.45, -0.09, 3.12)  -0.20
C (1.80, 0.25, 4.43)  -0.61
C (1.96, 1.58, 4.77)  -0.68
C (1.78, 2.55, 3.78)  -0.98
C (1.44, 2.13, 2.51)  -0.63
N (1.28, 0.85, 2.18)  0.58
Si (2.91, -1.99, 1.79)  0.72
C (3.13, -3.10, 0.23)  -1.02
C (3.91, -2.92, 3.13)  -1.30
C (3.85, -0.38, 1.30)  -1.15
H (-2.60, -3.32, 3.37)  0.66
H (-1.65, -4.37, 2.33)  0.33
H (-2.22, -2.81, 1.73)  0.08
H (-2.18, -1.12, 4.34)  0.66
H (-1.69, -0.36, 2.83)  0.00
H (-0.76, -0.10, 4.32)  0.33
H (-0.74, -3.51, 5.49)  0.36
H (0.76, -2.61, 5.61)  0.34
H (0.74, -4.18, 4.81)  0.31
H (1.94, -0.53, 5.17)  0.45
H (2.23, 1.87, 5.77)  0.45
H (1.90, 3.60, 4.01)  0.50
H (1.30, 2.86, 1.72)  0.45
H (3.03, -4.14, 0.51)  0.32
H (4.13, -2.96, -0.17)  0.51
H (2.41, -2.90, -0.55)  0.02
H (3.40, -3.84, 3.39)  0.32
H (4.02, -2.33, 4.04)  0.34
H (4.90, -3.18, 2.77)  0.38
H (3.26, 0.23, 0.61)  0.16
H (4.80, -0.59, 0.83)  0.49
H (4.04, 0.23, 2.18)  0.31
O (0.83, -4.17, 2.33)  -0.59
C (0.59, -4.19, 1.12)  -1.19
O (0.15, -3.27, 0.41)  0.49
H (0.79, -5.17, 0.60)  0.28
C (-3.74, 1.85, -3.39)  -0.65
C (-2.94, 0.93, -4.03)  -0.66
C (-2.34, -0.10, -3.32)  -0.79
C (-2.53, -0.22, -1.95)  0.74
C (-3.34, 0.72, -1.31)  -0.13
C (-3.95, 1.74, -2.02)  -1.34
As (-1.65, -1.59, -0.83)  1.73
C (-0.56, -2.39, -2.23)  0.67
C (0.79, -2.04, -2.29)  -1.25
C (1.60, -2.58, -3.27)  -0.44
C (1.09, -3.48, -4.19)  -0.72
C (-0.25, -3.83, -4.13)  -0.77
C (-1.07, -3.28, -3.16)  -0.18
C (-3.13, -2.86, -0.77)  0.05
C (-4.45, -2.43, -0.81)  -0.52
C (-5.49, -3.34, -0.67)  -0.61
C (-5.21, -4.68, -0.46)  -0.62
C (-3.90, -5.12, -0.42)  -0.83
C (-2.86, -4.21, -0.57)  0.05
H (-4.20, 2.66, -3.94)  0.44
H (-2.76, 1.03, -5.09)  0.41
H (-1.71, -0.82, -3.84)  0.24
H (-3.48, 0.65, -0.23)  0.62
H (-4.58, 2.45, -1.51)  0.42
H (1.20, -1.38, -1.53)  0.58
H (2.65, -2.32, -3.31)  0.44
H (1.72, -3.90, -4.95)  0.38
H (-0.66, -4.54, -4.83)  0.43
H (-2.12, -3.55, -3.11)  0.50
H (-4.67, -1.38, -0.97)  0.35
H (-6.51, -2.99, -0.71)  0.42
H (-6.02, -5.38, -0.34)  0.38
H (-3.68, -6.16, -0.25)  0.43
H (-1.83, -4.54, -0.52)  0.39
C (4.19, 6.62, 0.02)  -1.35
C (3.06, 6.15, -0.85)  0.79
C (2.11, 7.04, -1.33)  -0.83
C (1.08, 6.62, -2.15)  -0.69
C (0.99, 5.28, -2.52)  0.22
N (-0.03, 4.93, -3.42)  0.00
C (-0.45, 3.69, -3.83)  0.13
O (-0.94, 3.53, -4.93)  -0.67
N (-0.28, 2.63, -2.96)  0.28
C (-0.56, 2.56, -1.60)  0.89
C (-1.12, 3.60, -0.86)  -0.81
C (-1.44, 3.35, 0.47)  -1.68
C (-1.21, 2.10, 1.01)  -0.93
N (-0.65, 1.11, 0.31)  2.07
C (-0.31, 1.35, -0.95)  -1.11
C (1.93, 4.38, -2.04)  0.10
C (2.94, 4.82, -1.21)  -0.92
H (4.18, 7.70, 0.11)  0.35
H (5.14, 6.30, -0.41)  0.34
H (4.11, 6.18, 1.01)  0.28
H (2.17, 8.09, -1.06)  0.34
H (0.36, 7.33, -2.53)  0.41
H (-0.31, 5.66, -4.05)  0.28
H (-0.39, 1.74, -3.44)  0.26
H (-1.35, 4.55, -1.30)  0.71
H (-1.90, 4.12, 1.07)  0.52
H (-1.49, 1.88, 2.03)  0.46
H (0.14, 0.53, -1.51)  -0.11
H (1.90, 3.34, -2.33)  0.52
H (3.67, 4.11, -0.85)  0.47